C11H14N4O | wB97M-V/def2-TZVPD

Cartesian coordinates (Å):
1 O 0.859 1.585 2.614
2 N 0.738 0.475 2.064
3 C 0.986 0.033 0.863
4 C 0.596 -1.375 0.382
5 N -0.262 -2.129 1.047
6 C -0.497 -3.340 0.682
7 C 0.223 -3.969 -0.283
8 C 0.889 -3.149 -1.175
9 C 1.091 -1.773 -0.910
10 C 1.654 -0.887 -1.794
11 C 1.774 0.542 -1.447
12 C 2.144 0.661 0.027
13 H -1.290 -3.947 1.205
14 H 0.159 -5.128 -0.533
15 H 1.483 -3.590 -1.965
16 H 2.141 -1.344 -2.719
17 H 2.684 0.941 -2.008
18 H 0.852 1.042 -1.840
19 H 2.403 1.681 0.270
20 H 2.986 0.026 0.232
21 C -1.811 3.621 -0.170
22 N -1.733 2.145 -0.334
23 C -2.106 1.220 0.407
24 N -2.723 1.370 1.625
25 H -1.801 3.945 0.860
26 H -0.933 3.987 -0.644
27 H -2.557 4.247 -0.782
28 H -1.970 0.180 0.152
29 H -2.694 0.729 2.361
30 H -3.289 2.199 1.810

LUMO (spin up / spin down) ... -1.987 / -2.008 eV
Calculated total energy ... -19635.407 eV
Charge ... 0
E_HOMO (spin up / spin down) ... -6.96 / -7.03 eV
Energy relative to the best compared isomer or geometry (same formula, charge and spin) ... 6.663 eV
M ... 218.3 g mol⁻¹
Frontier orbital gap (spin up / spin down) ... 0.1826 / 0.1845 Eh

Partial charges, Mulliken, in e: atom 1 (O): -0.510, atom 2 (N): -0.259, atom 3 (C): 0.452, atom 4 (C): 0.307, atom 5 (N): -0.443, atom 6 (C): -0.129, atom 7 (C): -0.481, atom 8 (C): -0.631, atom 9 (C): 0.991, atom 10 (C): -0.664, atom 11 (C): -0.381, atom 12 (C): -0.855, atom 13 (H): 0.347, atom 14 (H): 0.242, atom 15 (H): 0.343, atom 16 (H): 0.262, atom 17 (H): 0.330, atom 18 (H): 0.283, atom 19 (H): 0.395, atom 20 (H): 0.385, atom 21 (C): -0.885, atom 22 (N): -0.411, atom 23 (C): 0.055, atom 24 (N): -0.403, atom 25 (H): 0.338, atom 26 (H): 0.282, atom 27 (H): 0.277, atom 28 (H): 0.399, atom 29 (H): 0.185, atom 30 (H): 0.179